Density functional theory data (ωB97M-V with the def2-TZVPD basis set) for a single C5H4O molecule in a non-equilibrium geometry.

largest force on an atom: 3.9 eV/A
2S+1: 1
ΔE to the lowest compared entry with this formula, charge and spin: 3.151 eV

Positions of all 10 atoms, in Å:
C -1.9773 -0.8989 -0.0558
C -1.1718 -0.0453 -0.0310
C 0.0347 0.7102 0.4301
O 0.2042 1.9791 -0.1694
C 1.2026 -0.1611 0.1289
C 2.0321 -1.0004 -0.1070
H -2.8303 -1.5165 -0.2783
H -0.1780 0.8346 1.5094
H -0.0178 1.8683 -1.1212
H 2.7016 -1.7700 -0.3056

=====

Density functional theory data (ωB97M-V with the def2-TZVPD basis set) for 11 unconnected molecules or ions with the total composition C37H100N6O15 in a non-equilibrium geometry.

largest force on an atom: 3.3 eV/A
2S+1: 1
ΔE to the lowest compared entry with this formula, charge and spin: 0.000 eV

Positions of all 158 atoms, in Å:
C 6.2907 1.7938 -3.8891
O 5.0788 1.6556 -4.6049
C 4.6562 0.3134 -4.6390
C 3.7536 -0.0999 -3.4946
N 2.9208 -1.3023 -3.7213
C 3.5687 -2.4573 -4.3298
C 4.5637 -3.1798 -3.4204
O 5.6885 -2.3472 -3.1841
C 6.8022 -2.9492 -2.5906
H 7.0952 1.3932 -4.5092
H 6.1121 1.2978 -2.9226
H 6.5015 2.7942 -3.5026
H 5.5118 -0.3534 -4.7865
H 4.0786 0.1340 -5.5540
H 2.9965 0.6744 -3.3466
H 4.3267 -0.2837 -2.5791
H 2.5429 -1.5187 -2.8084
H 3.9653 -2.3160 -5.3319
H 2.7498 -3.1752 -4.4501
H 4.9698 -4.1228 -3.8183
H 4.0984 -3.5089 -2.4795
H 6.6516 -3.9543 -2.1801
H 7.2830 -2.2676 -1.8922
H 7.5309 -3.1867 -3.3856
C -0.5602 -2.7168 3.2136
O 0.1632 -2.7570 1.9634
C -0.0012 -3.9856 1.3090
C 1.2793 -4.2594 0.5305
N 2.4255 -4.4478 1.3865
C 3.6904 -4.6095 0.6980
C 4.8976 -4.5232 1.6058
O 6.0412 -4.9815 0.9128
C 7.1955 -5.0128 1.7691
H -0.3370 -3.6382 3.7537
H -1.6263 -2.7147 2.9786
H -0.2164 -1.8539 3.7725
H -0.8001 -4.0895 0.5592
H -0.2347 -4.8501 1.9404
H 1.3903 -3.5773 -0.3287
H 1.1782 -5.2178 -0.0015
H 2.4684 -3.7124 2.0885
H 3.7528 -4.0110 -0.2247
H 3.6736 -5.6245 0.2736
H 4.6425 -5.1437 2.4717
H 5.0024 -3.4791 1.9225
H 7.5632 -4.0183 2.0383
H 7.8950 -5.4233 1.0435
H 7.0575 -5.5808 2.6874
C -6.6305 9.1241 -1.4119
O -6.3282 7.7667 -1.1345
C -5.5742 7.6263 0.0892
C -5.0388 6.2030 0.0933
N -3.8880 6.0190 0.9621
C -3.1466 4.8049 0.6679
C -3.7785 3.4163 0.9644
O -5.1095 3.2236 0.5399
C -5.2590 2.6410 -0.7606
H -6.5752 9.3373 -2.4812
H -5.8488 9.7580 -0.9853
H -7.6184 9.4134 -1.0483
H -6.4110 7.6765 0.7972
H -4.7782 8.3405 0.3018
H -4.7163 6.0398 -0.9409
H -5.8802 5.5317 0.2774
H -4.2037 5.8408 1.9162
H -2.1701 4.8543 1.1600
H -2.8909 4.8114 -0.3991
H -3.7845 3.2680 2.0472
H -3.1148 2.6624 0.5295
H -4.3364 2.0855 -0.9333
H -5.5242 3.3788 -1.5192
H -6.0684 1.9174 -0.6585
C 4.0590 -0.1056 0.3776
O 2.7712 0.4682 0.1075
C 1.7584 -0.2798 0.7841
C 0.4597 0.0837 0.0519
N -0.6917 -0.2751 0.8350
C -1.9288 -0.1192 0.1216
C -3.1796 -0.3404 0.9287
O -4.2631 -0.6251 0.0297
C -5.4365 -1.0014 0.7301
H 4.0736 -0.2718 1.4583
H 4.8804 0.4852 -0.0140
H 4.0485 -1.0861 -0.1135
H 1.7476 0.0090 1.8366
H 1.9558 -1.3497 0.6837
H 0.4282 -0.4189 -0.9279
H 0.5205 1.1586 -0.1363
H -0.5833 -1.1844 1.2767
H -1.9114 -0.7433 -0.7876
H -1.9816 0.9140 -0.2373
H -3.4163 0.5222 1.5525
H -3.1263 -1.3124 1.4409
H -6.3060 -0.9888 0.0748
H -5.7348 -0.3119 1.5279
H -5.2571 -1.9891 1.1658
N 5.3608 -1.9805 4.5431
C 4.2036 -1.3474 4.1760
N 4.3563 -0.0029 3.9295
O 3.1640 -1.9695 3.9745
H 5.3706 -2.9804 4.4916
H 6.1652 -1.4181 4.7339
H 5.2802 0.3677 4.0166
H 3.5804 0.5777 3.6807
C 6.7826 2.8347 -0.0287
C 7.9735 3.7449 -0.3564
O 9.1815 3.0408 -0.1237
H 6.9039 2.4166 0.9726
H 6.8195 1.9405 -0.6546
H 5.8561 3.3984 -0.1270
H 7.9400 4.6355 0.2800
H 7.8936 4.0973 -1.3892
H 9.6827 3.0266 -0.9416
C -6.2936 -4.8458 3.8269
C -7.3076 -3.7327 3.5224
O -6.9730 -2.6060 4.3387
H -6.4894 -5.7409 3.2283
H -6.2868 -5.0819 4.8933
H -5.2665 -4.5958 3.5564
H -8.3359 -4.0794 3.6565
H -7.1711 -3.4153 2.4865
H -7.0179 -2.9857 5.2249
C -1.5195 1.4165 -3.0659
C -2.7666 1.8070 -3.8934
O -3.8338 0.9620 -3.4369
H -1.9052 1.7993 -2.1186
H -0.6236 1.9985 -3.3005
H -1.1493 0.3968 -3.0898
H -2.5668 1.4326 -4.9065
H -3.0310 2.8610 -3.9300
H -4.6514 1.4494 -3.5710
C 1.6339 5.1230 -0.9606
C 1.6324 3.8466 -1.7968
O 1.2232 4.1299 -3.1636
H 2.5854 5.6304 -1.1110
H 1.5903 4.8621 0.1019
H 0.7250 5.6981 -1.1268
H 0.9108 3.1513 -1.3664
H 2.6424 3.4653 -1.9474
H 2.0047 3.9694 -3.6927
C -4.8179 0.5434 4.4078
C -6.2006 0.5070 5.0367
O -7.2405 0.4675 4.0908
H -4.7991 1.3447 3.6667
H -4.6219 -0.4096 3.9052
H -3.9495 0.6818 5.0543
H -6.3389 1.4291 5.6128
H -6.3338 -0.2891 5.7781
H -7.2887 -0.4695 3.8570
C -4.0456 -5.4895 -2.9333
C -4.3447 -4.0685 -2.4885
O -3.5230 -3.7741 -1.3789
H -4.3374 -6.1823 -2.1482
H -2.9993 -5.5196 -3.2354
H -4.5973 -5.7265 -3.8457
H -5.4045 -3.9008 -2.2438
H -4.2498 -3.3703 -3.3322
H -3.6713 -2.8552 -1.1218

=====

Density functional theory data (ωB97M-V with the def2-TZVPD basis set) for 2 unconnected molecules or ions with the total composition CH4IN in a non-equilibrium geometry.

largest force on an atom: 6.0 eV/A
2S+1: 1
ΔE to the lowest compared entry with this formula, charge and spin: 1.808 eV

Positions of all 7 atoms, in Å:
C 0.1163 0.2302 0.3148
N -0.9723 -0.7116 0.2748
I -2.9497 0.0042 -0.0662
H 0.1019 0.7630 1.1800
H 1.1390 -0.2416 0.1725
H -0.0565 0.8897 -0.4695
H -0.4954 -1.4128 -0.8171

=====

Density functional theory data (ωB97M-V with the def2-TZVPD basis set) for 2 unconnected molecules or ions with the total composition CH4FOPS in a non-equilibrium geometry.

largest force on an atom: 3.3 eV/A
2S+1: 1
ΔE to the lowest compared entry with this formula, charge and spin: 1.878 eV

Positions of all 9 atoms, in Å:
C -1.0771 -0.4876 0.2203
P 0.6380 -0.5576 0.6226
O 0.9303 -0.1276 1.9722
S 2.1280 -0.6705 -0.6960
H -1.5140 -0.0548 1.1036
H -0.9687 0.1253 -0.6482
H -1.7290 -1.3726 -0.0019
F 0.4497 1.8362 -1.0895
H 1.1428 1.3092 -1.4830

=====

Density functional theory data (ωB97M-V with the def2-TZVPD basis set) for a single C5H8O molecule in a non-equilibrium geometry.

largest force on an atom: 2.5 eV/A
2S+1: 1
ΔE to the lowest compared entry with this formula, charge and spin: 3.553 eV

Positions of all 14 atoms, in Å:
C -0.9478 -0.5435 -0.9212
C -1.3233 -0.2058 0.3382
C -0.3858 0.2254 1.4078
O 0.9557 0.0238 1.0368
C 1.2218 0.5629 -0.2439
C 0.4778 -0.2308 -1.3223
H -1.2392 -1.5424 -0.4499
H -2.3544 -0.4267 0.6208
H -0.5486 -0.4043 2.2927
H -0.6006 1.2661 1.6695
H 2.3056 0.5110 -0.3800
H 0.9322 1.6271 -0.2609
H 0.5297 0.3216 -2.2733
H 0.9769 -1.1844 -1.5144

=====

Density functional theory data (ωB97M-V with the def2-TZVPD basis set) for 7 unconnected molecules or ions with the total composition C4H22N2O8 in a non-equilibrium geometry.

largest force on an atom: 3.0 eV/A
2S+1: 1
ΔE to the lowest compared entry with this formula, charge and spin: 1.333 eV

Positions of all 36 atoms, in Å:
N -1.2256 -0.2870 1.6912
C -1.3372 -0.3285 0.2088
C -2.8073 -0.1829 -0.1918
O -3.3349 1.0313 0.4329
C -0.8146 -1.6494 -0.3726
N 0.6195 -1.7981 -0.1475
C 1.4695 -2.2548 -1.1178
O 1.2416 -2.2795 -2.2999
H -2.1606 -0.3001 2.0661
H -0.7277 0.5535 1.9114
H -0.6942 0.5141 -0.0506
H -3.0532 -0.0126 -1.2307
H -3.3936 -0.9596 0.2982
H -2.7185 1.7578 0.3009
H -1.3023 -2.4318 0.2125
H -1.2481 -1.7546 -1.3614
H 0.9002 -1.8959 0.8191
H 2.3907 -2.6525 -0.6496
O 1.1146 -1.6267 2.7262
H 1.0925 -2.4052 3.2637
H 0.1501 -1.4400 2.7130
O 0.9145 1.9474 -1.8453
H 1.6230 2.2984 -2.3891
H 1.3888 1.4550 -1.1706
O -1.0375 3.1609 1.2965
H -0.3070 2.8761 1.8655
H -0.6406 2.9009 0.4556
O 2.9016 -0.0256 1.3216
H 2.3464 -0.3173 2.0728
H 2.2874 -0.3356 0.6399
O 1.6325 2.2296 0.8376
H 1.9738 3.0420 0.4594
H 2.3677 1.7783 1.3194
O -0.3226 0.3356 -3.2894
H -0.3599 -0.5862 -3.0631
H 0.1310 0.8947 -2.6552

=====

Density functional theory data (ωB97M-V with the def2-TZVPD basis set) for a single C2H3NO molecule in a non-equilibrium geometry.

largest force on an atom: 2.9 eV/A
2S+1: 1
ΔE to the lowest compared entry with this formula, charge and spin: 1.532 eV

Positions of all 7 atoms, in Å:
H 1.4515 1.7724 0.1578
N 0.5713 1.2796 -0.0638
C 0.4951 0.0291 0.0180
C -0.8527 -0.5866 -0.0311
O -1.8534 0.0426 0.0124
H 1.1868 -0.7891 0.1254
H -0.9985 -1.7480 -0.2187

=====

Density functional theory data (ωB97M-V with the def2-TZVPD basis set) for 17 unconnected molecules or ions with the total composition C58H144N6O17 in a non-equilibrium geometry.

largest force on an atom: 2.8 eV/A
2S+1: 1
energy: -106220.009 eV

Positions of all 225 atoms, in Å:
C 3.2198 -4.0078 2.6681
O 3.2964 -2.6919 2.1052
H 4.1604 -4.2676 3.1376
H 2.3502 -4.0737 3.3292
H 2.9321 -4.6901 1.8672
H 2.4820 -2.5074 1.6133
C -3.8503 0.1176 -3.0038
O -2.8204 -0.1054 -3.9667
H -4.5494 0.8663 -3.3601
H -4.2511 -0.8720 -2.7836
H -3.4393 0.5369 -2.0775
H -2.1988 -0.7943 -3.7290
C -5.1738 -0.5760 2.0694
O -4.4393 -1.8010 1.9839
H -4.4672 0.2326 1.8774
H -6.0471 -0.5558 1.4222
H -5.4151 -0.4038 3.1216
H -4.7229 -2.3663 2.7058
C 2.1625 -6.2453 -0.1174
O 1.5729 -7.4198 -0.6766
H 1.6556 -5.8486 0.7584
H 3.1860 -6.5284 0.1433
H 2.1177 -5.4973 -0.9159
H 2.2554 -7.9292 -1.1128
C -1.9428 -4.1298 -5.8123
C -0.9028 -3.3608 -6.6660
C -0.4083 -2.1534 -5.8527
C 0.5211 -2.4841 -4.6954
C 1.7192 -3.3489 -5.1901
C 1.2910 -4.5467 -6.0484
N 0.2297 -4.2120 -7.0074
O -0.1231 -5.3183 -7.8051
C 2.4813 -4.9788 -6.9141
C 0.8890 -5.7015 -5.0873
C -1.5486 -2.9319 -7.9613
H -1.6199 -4.4673 -4.8266
H -2.2465 -5.0760 -6.2747
H -2.8599 -3.5442 -5.7207
H 0.0465 -1.4456 -6.5509
H -1.3061 -1.6714 -5.4591
H -0.0110 -3.1128 -3.9754
H 0.9657 -1.6361 -4.1810
H 2.1344 -3.7594 -4.2705
H 2.3686 -2.6722 -5.7458
H 2.2336 -5.7392 -7.6518
H 2.7235 -4.1096 -7.5379
H 3.4479 -5.2066 -6.4617
H 0.2146 -5.4350 -4.2695
H 0.4177 -6.5020 -5.6590
H 1.7344 -6.1221 -4.5381
H -1.9305 -3.6972 -8.6351
H -0.7780 -2.4422 -8.5672
H -2.3522 -2.2018 -7.8351
H -0.5219 -5.9507 -7.1856
C -1.6302 -2.3645 0.1687
C -0.1367 -1.9590 0.0361
C 0.0754 -1.1835 -1.2753
C -0.3025 0.2815 -1.1852
C 0.2514 1.0189 0.0526
C 0.0588 0.2503 1.4015
N 0.2980 -1.2033 1.2136
O 0.2761 -1.9090 2.4338
C 1.1630 0.7360 2.3475
C -1.3075 0.7254 1.9394
C 0.7042 -3.2337 -0.1256
H -1.5947 -3.1837 0.8822
H -2.1197 -2.5676 -0.7837
H -2.1556 -1.4753 0.5173
H 1.1009 -1.2347 -1.6455
H -0.6333 -1.5561 -2.0164
H -1.3837 0.4126 -1.0743
H 0.1009 0.7417 -2.0893
H -0.1990 2.0045 0.0397
H 1.3446 0.9679 0.0057
H 1.4851 1.7744 2.2190
H 0.8427 0.5926 3.3811
H 2.1388 0.2503 2.2723
H -1.2991 1.8065 2.0794
H -2.1356 0.4121 1.3051
H -1.4587 0.3708 2.9669
H 0.3594 -3.8576 -0.9522
H 0.5967 -3.9043 0.7319
H 1.7468 -2.9343 -0.2494
H -0.6634 -2.1287 2.5669
C 3.1975 -0.1458 -3.1572
C 4.2614 0.4232 -4.1154
C 4.0119 1.9490 -4.0005
C 5.1405 2.7931 -4.5703
C 6.4390 2.4426 -3.8957
C 6.7844 0.9248 -3.8775
N 5.5851 0.1438 -3.5754
O 5.8523 -1.2316 -3.4679
C 7.4237 0.5759 -5.2366
C 7.7788 0.7628 -2.7347
C 4.0460 -0.0605 -5.5461
H 3.5915 -0.4059 -2.1703
H 2.7382 -1.0525 -3.5568
H 2.3696 0.5123 -2.8766
H 3.0611 2.1487 -4.4994
H 3.8925 2.2521 -2.9577
H 5.0005 3.8651 -4.4127
H 5.2029 2.6172 -5.6488
H 6.5992 2.9340 -2.9324
H 7.2427 2.9184 -4.4714
H 6.5834 0.5419 -5.9319
H 8.1847 1.2733 -5.5781
H 7.8575 -0.4258 -5.2103
H 7.3671 1.1242 -1.7920
H 7.9984 -0.2998 -2.5959
H 8.7184 1.2696 -2.9551
H 3.0094 -0.3866 -5.6862
H 4.6665 -0.9368 -5.7479
H 4.1924 0.6203 -6.3879
H 5.9639 -1.3929 -2.5233
C -7.4086 6.0189 4.0582
C -6.4772 4.8171 3.8049
C -7.4162 3.5857 3.7077
C -6.7837 2.4016 3.0073
C -6.1883 2.8252 1.6603
C -5.1763 3.9732 1.6988
N -5.7558 5.0306 2.5490
O -4.8580 6.1005 2.6592
C -3.8125 3.4882 2.2129
C -5.0180 4.5467 0.2920
C -5.5522 4.5938 5.0043
H -8.2245 5.8768 3.3505
H -6.9833 7.0006 3.8492
H -7.7360 6.0155 5.0960
H -7.7138 3.2672 4.7083
H -8.2946 3.8679 3.1247
H -7.5951 1.7003 2.8033
H -5.9876 1.9529 3.6044
H -6.9344 3.0370 0.8908
H -5.7940 1.8558 1.3437
H -2.9304 4.1296 2.1407
H -3.8126 3.2712 3.2866
H -3.4899 2.5388 1.7757
H -4.2176 5.2936 0.3182
H -4.6487 3.8210 -0.4351
H -5.8992 5.0687 -0.0786
H -6.1533 4.6957 5.9133
H -4.7808 5.3613 5.0752
H -5.1029 3.6033 5.0890
H -5.1961 6.8106 2.1029
C -2.1437 -5.3213 7.0874
C -0.9833 -4.3666 7.4286
C 0.1730 -4.7541 6.4871
C 1.3885 -3.8510 6.6063
C 0.8752 -2.4701 6.2264
C -0.3161 -1.9343 7.0285
N -1.3754 -2.9981 7.0318
O -2.4690 -2.5679 7.8646
C 0.1448 -1.4310 8.4000
C -0.8471 -0.7208 6.2550
C -0.5515 -4.6165 8.8832
H -2.4235 -5.1921 6.0365
H -3.0187 -5.1541 7.7110
H -1.7919 -6.3526 7.1117
H 0.3865 -5.8227 6.5662
H -0.1854 -4.6006 5.4619
H 2.2405 -4.2129 6.0280
H 1.7947 -3.9097 7.6214
H 0.7645 -2.3164 5.1469
H 1.7184 -1.7771 6.3550
H 0.7454 -0.5346 8.2518
H -0.6895 -1.1059 9.0292
H 0.6520 -2.1736 9.0174
H -1.7675 -0.3568 6.7229
H -0.1480 0.1101 6.2056
H -1.1453 -1.0861 5.2700
H 0.4921 -4.3581 9.0732
H -0.6731 -5.6427 9.2262
H -1.1039 -3.9756 9.5765
H -3.1266 -2.3533 7.1945
C 0.2646 6.6102 -4.5067
C 1.4444 6.8150 -3.5538
C 1.0983 7.9983 -2.6300
C 0.1212 7.6670 -1.5160
C 0.4775 6.3411 -0.8263
C 0.8738 5.1207 -1.6849
N 1.7121 5.6270 -2.7405
O 2.3313 4.5750 -3.4769
C 1.6755 4.1676 -0.7950
C -0.4104 4.3559 -2.1093
C 2.6692 7.1531 -4.4126
H 0.2579 5.5959 -4.9100
H 0.2621 7.3115 -5.3449
H -0.6974 6.8417 -4.0388
H 2.0218 8.3815 -2.1910
H 0.5980 8.7894 -3.1954
H -0.9182 7.5380 -1.8313
H 0.0786 8.4112 -0.7197
H -0.4041 6.1171 -0.2093
H 1.2020 6.4376 -0.0104
H 2.6954 4.5407 -0.6780
H 1.2828 4.0820 0.2201
H 1.6520 3.1758 -1.2452
H -0.3271 3.4750 -2.7509
H -1.0984 4.1056 -1.3009
H -0.9697 5.0929 -2.7001
H 3.0801 6.2971 -4.9403
H 3.4955 7.4414 -3.7466
H 2.5438 8.0546 -5.0092
H 1.5529 4.0336 -3.6946
O 2.4461 1.3063 5.6653
H 2.7852 1.8687 4.9510
H 2.5226 0.3992 5.3249
O 3.3472 -0.9973 4.2643
H 3.3788 -1.6783 3.5632
H 4.2614 -0.7130 4.3807
O -4.8354 -4.8324 -1.2879
H -4.8137 -5.6985 -1.7093
H -4.0457 -4.8095 -0.7365
O 2.9283 3.5583 3.9521
H 2.1571 4.0668 3.6778
H 3.6810 4.0250 3.5717
O -1.4398 -5.3273 2.5067
H -1.6806 -5.1095 1.6021
H -1.6962 -4.5420 3.0346
O -2.0255 -3.0851 4.0657
H -1.6172 -3.2810 4.9378
H -2.7349 -2.4642 4.2609
O 4.6086 -1.2927 0.1716
H 4.2540 -1.8013 0.9387
H 4.1121 -0.4670 0.1691

=====

Density functional theory data (ωB97M-V with the def2-TZVPD basis set) for a single C2H4OS molecule in a non-equilibrium geometry.

largest force on an atom: 2.7 eV/A
2S+1: 1
ΔE to the lowest compared entry with this formula, charge and spin: 3.731 eV

Positions of all 8 atoms, in Å:
C -0.5117 1.8739 -0.3347
C 0.0910 -1.2978 0.0041
O 0.7736 -2.0506 0.8669
S 0.4180 0.4630 0.0747
H 0.0612 2.5569 -0.9338
H -1.5647 1.7708 -0.5261
H -0.9100 -1.6583 -0.1867
H 1.6426 -1.6579 1.0356